[1]
Below is one molecule with the formula C3H9N5 at a distorted geometry, with properties calculated with wB97M-V/def2-TZVPD.

- DFT total energy (a.u.) = -393.302930
- SMILES = CC(/N=C\NN)=N/N
- LUMO (eV) = 0.7
- energy relative to the best compared isomer or geometry (same formula, charge and spin) (eV) = 5.7303

Last column: Mulliken charge in e.
Cartesian coordinates (Å):
H  -0.809  2.419  0.469  0.3539
H  0.756  -0.031  -0.887  0.4514
H  -1.985  -2.436  -0.559  0.2448
H  3.559  -0.380  -0.317  0.2718
H  2.601  -1.508  -0.176  0.2453
C  -1.072  0.472  0.030  0.2567
C  -0.885  1.887  -0.439  -0.6662
N  -1.813  -0.341  -0.714  -0.3998
H  1.640  -0.118  2.045  0.3106
N  -0.181  0.303  1.221  -0.4261
H  0.153  1.969  -0.973  0.2313
N  -1.970  -1.672  0.042  -0.4656
H  -1.153  -1.864  0.741  0.2362
N  1.673  0.310  -0.236  -0.3069
H  -1.918  2.228  -0.855  0.3037
C  0.977  0.048  1.038  -0.1114
N  2.724  -0.703  -0.779  -0.5297

[2]
Below is an isolated ion of composition C3H9N5 and charge +2 at a distorted geometry, with properties calculated with wB97M-V/def2-TZVPD.

- charge = +2
- DFT total energy (a.u.) = -392.608748
- LUMO (spin up / spin down) (eV) = -9.6 / -10.3
- energy relative to the best compared isomer or geometry (same formula, charge and spin) (eV) = 6.5663

Last column: Mulliken charge in e.
Cartesian coordinates (Å):
C  0.508  0.991  0.279  -0.2861
H  0.130  1.876  0.908  0.3843
N  -1.384  -1.245  -0.146  -0.1931
H  -2.784  0.663  1.027  0.2693
H  -2.211  -1.627  0.481  0.3646
N  -2.679  0.653  0.014  -0.5798
H  2.654  -0.323  -1.209  0.4312
N  2.745  0.170  -0.281  -0.3274
H  3.231  1.113  -0.456  0.4050
C  1.318  0.007  0.024  0.4297
H  -3.271  1.245  -0.543  0.2611
N  -1.527  0.094  -0.474  0.2225
H  -1.457  0.333  -1.506  0.3140
N  0.936  -1.288  0.038  -0.4067
H  3.458  -0.442  0.132  0.3954
C  -0.170  -1.858  0.227  -0.1457
H  -0.205  -2.862  0.420  0.4616

[3]
Below is C3H9N5O as an isolated structure, with properties calculated with wB97M-V/def2-TZVPD.

- DFT total energy (a.u.) = -468.545025
- LUMO (spin up / spin down) (eV) = -0.2 / -0.2
- energy relative to the best compared isomer or geometry (same formula, charge and spin) (eV) = 4.9297

Last column: Mulliken charge in e.
Cartesian coordinates (Å):
O  1.677  0.613  -1.684  -0.4175
H  -1.345  2.069  0.209  0.3337
N  -1.815  0.185  -0.851  -0.6786
H  2.357  -0.420  -0.077  0.2112
C  0.706  0.986  -1.133  0.2196
N  -0.554  2.009  0.837  -0.5843
H  -2.037  0.081  -1.834  0.2318
H  2.986  -0.242  1.442  0.2823
H  -0.738  -2.339  -1.049  0.3050
H  -0.831  1.901  1.804  0.2687
H  -1.161  -1.925  0.630  0.3064
H  0.538  -1.945  0.136  0.3252
N  1.285  0.669  1.249  -0.5419
N  -0.535  -0.300  -0.572  0.2510
N  2.128  -0.388  0.926  -0.4463
C  0.334  1.021  0.445  0.6226
C  -0.469  -1.708  -0.195  -0.9067
H  -2.527  -0.268  -0.283  0.2178